Formula: C5H15OPSi
Source: OMol25
Level of theory: the ωB97M-V functional and the def2-TZVPD basis

Values from the calculation:
**Kohn-Sham gap (alpha / beta)**: 3.63 / 4.23 eV
**Charge**: 0
**Electronic energy**: -24638.937 eV
**M**: 150.23 g/mol
**LUMO (alpha / beta)**: -2.0 / -1.8 eV
**HOMO energy (alpha / beta)**: -0.2080 / -0.2208 Ha

Each line ends with the Mulliken charge.
Atoms and positions in Å:
1 C 0.24699 0.73909 -2.43277  -0.859
2 C 2.57014 -0.95173 -0.96656  -1.007
3 C -0.34331 -2.45480 -1.46221  -0.854
4 C -1.83652 1.87918 1.16411  -1.014
5 C -0.42701 0.72958 3.37209  -1.104
6 O -0.82149 -0.48027 0.69323  -0.320
7 Si 0.81126 -0.95723 -1.83790  0.635
8 P -1.64857 0.15134 1.78703  -0.088
9 H 0.22775 0.78945 -3.53645  0.388
10 H -0.77034 1.03761 -2.05806  0.208
11 H 0.95568 1.49056 -2.13298  0.322
12 H 3.34931 -0.74095 -1.68423  0.367
13 H 2.46304 -0.31132 -0.04399  0.305
14 H 2.78908 -1.94789 -0.72403  0.355
15 H -0.35847 -3.10220 -2.38555  0.378
16 H 0.01159 -3.02091 -0.58535  0.284
17 H -1.41829 -2.05043 -1.35804  0.262
18 H -2.46745 2.28678 1.92681  0.357
19 H -0.82330 2.36041 1.30461  0.190
20 H -1.97277 2.01827 0.14081  0.330
21 H 0.57829 1.25021 2.93587  0.176
22 H -0.93620 1.44441 3.94706  0.371
23 H -0.17939 -0.15917 3.93651  0.318